Entry 1:
Computed, not measured: 3 unconnected molecules or ions with the total composition C22H38BrN3O4 at a distorted geometry, with ωB97M-V with the def2-TZVPD basis set.

```
68
Properties=species:S:1:pos:R:3:forces:R:3
C -1.555 -2.298 -1.165 -1.1 0.2 0.3
C -2.716 -1.523 -1.214 1.0 -0.5 0.0
C -3.035 -0.515 -0.120 -1.0 -2.1 0.4
C -3.845 0.717 -0.622 1.3 -1.0 0.5
C -3.537 0.847 -2.063 -1.3 0.9 -1.9
N -3.591 1.065 -3.206 0.5 -0.4 1.8
C -3.314 1.936 0.185 0.1 0.7 -0.6
C -2.468 2.905 -0.633 0.1 0.5 0.8
O -1.210 2.355 -0.970 -0.3 -0.1 0.0
C -0.159 3.056 -0.317 0.6 -0.2 -0.6
C 1.190 2.426 -0.641 -0.1 0.1 0.3
C -5.381 0.545 -0.417 0.4 0.6 0.0
Br -6.000 -1.129 -1.202 0.0 0.0 -0.1
C -5.571 0.445 1.039 0.0 -0.3 1.9
N -5.617 0.422 2.201 -0.1 0.0 -1.9
C -6.116 1.806 -0.918 -0.7 -0.2 -0.1
C -7.600 1.667 -1.283 0.1 0.6 0.1
O -7.804 1.091 -2.565 0.1 -0.7 0.1
C -8.483 1.005 -0.230 -1.3 0.4 -0.8
N -9.833 1.599 -0.390 0.4 0.3 0.1
H -0.692 -2.098 -1.788 -0.7 -1.4 -1.5
H -1.569 -3.147 -0.483 1.3 1.1 1.6
H -3.392 -1.715 -2.041 0.6 1.8 -1.0
H -3.533 -1.035 0.712 -0.2 0.5 0.2
H -2.080 -0.181 0.251 0.1 0.2 0.0
H -4.110 2.529 0.630 -0.2 -0.1 -0.1
H -2.686 1.619 1.013 -0.1 -0.3 0.1
H -2.296 3.765 0.020 -0.1 0.1 0.0
H -3.001 3.313 -1.492 0.1 -0.3 -0.3
H -0.284 3.040 0.768 -0.4 0.1 0.1
H -0.173 4.080 -0.697 0.0 0.2 0.4
H 1.834 2.531 0.230 0.1 0.0 0.0
H 1.091 1.363 -0.835 0.0 -0.1 -0.1
H 1.700 2.914 -1.466 -0.1 -0.1 -0.3
H -6.081 2.528 -0.103 0.0 0.0 0.1
H -5.615 2.281 -1.758 0.2 -0.4 -0.2
H -7.982 2.686 -1.359 0.1 0.2 0.3
H -8.104 1.773 -3.163 0.0 0.1 -0.1
H -8.583 -0.060 -0.426 0.7 -0.2 0.4
H -8.162 1.242 0.780 0.3 -0.2 0.1
H -10.277 1.200 -1.203 -0.2 -0.1 0.0
H -10.397 1.435 0.429 -0.2 -0.2 -0.1
C 3.826 -2.426 0.017 0.1 0.0 -0.1
C 4.583 -1.431 0.886 0.0 0.0 0.2
C 4.414 -0.141 0.100 0.0 0.0 -0.2
O 3.155 -0.234 -0.578 0.1 -0.2 0.1
C 2.670 -1.578 -0.493 -0.1 0.1 0.1
H 3.495 -3.316 0.551 0.0 0.0 0.0
H 4.455 -2.744 -0.818 0.0 0.0 0.0
H 4.094 -1.343 1.861 0.0 0.0 0.0
H 5.626 -1.695 1.052 0.0 0.0 0.0
H 5.199 -0.030 -0.656 0.1 0.0 0.1
H 4.418 0.745 0.737 -0.1 0.0 -0.1
H 1.827 -1.593 0.208 0.0 -0.1 0.0
H 2.311 -1.897 -1.473 0.0 0.1 0.0
C 9.913 -2.737 2.733 0.0 -0.2 0.0
C 10.159 -1.914 1.475 0.0 0.2 0.1
C 8.914 -2.218 0.656 0.0 -0.2 -0.1
O 7.857 -2.458 1.591 0.2 0.0 0.0
C 8.408 -2.598 2.906 -0.1 0.2 0.0
H 10.472 -2.393 3.601 0.0 0.0 0.0
H 10.175 -3.782 2.551 0.0 0.0 0.0
H 10.192 -0.851 1.727 0.0 0.0 0.0
H 11.081 -2.168 0.956 0.0 0.0 0.0
H 9.047 -3.122 0.052 0.1 0.0 0.0
H 8.634 -1.398 -0.006 -0.1 0.0 0.0
H 8.156 -1.699 3.478 0.0 0.0 0.1
H 7.957 -3.460 3.399 -0.1 0.0 -0.1
```
Forces are in eV/Å.

* Kohn-Sham gap: 7.20 eV
* SMILES: C=CC[C@](C#N)(CCOCC)[C@@](Br)(C#N)C[C@@H](O)CN.C1CCOC1.C1CCOC1
* HOMO energy: -7.32 eV
* total energy: -3900.0738 Eh

Entry 2:
Computed, not measured: a molecular structure, C22H38CaN8O2, with ωB97M-V with the def2-TZVPD basis set.

```
71
Properties=species:S:1:pos:R:3:forces:R:3
Ca 0.708 -0.454 -0.058 0.2 0.3 -0.1
C 0.471 -3.419 1.640 0.0 -0.1 0.0
C 1.106 -2.367 2.539 0.0 0.1 0.1
N 0.505 -1.045 2.350 -0.1 -0.2 0.1
C -0.887 -0.949 2.813 0.0 0.0 0.1
C -1.836 -0.337 1.786 -0.1 0.0 0.0
N -1.680 -0.921 0.444 -0.1 0.1 0.0
C -2.067 -2.333 0.325 0.0 0.0 0.0
C -0.986 -3.177 -0.348 0.0 0.0 0.0
N 0.344 -2.958 0.247 0.0 -0.1 0.0
H 1.059 -4.339 1.699 0.0 0.0 0.0
H -0.520 -3.675 2.015 0.0 0.0 0.0
H 1.039 -2.714 3.580 0.0 0.0 0.0
H 2.169 -2.282 2.299 0.0 0.0 0.0
H 1.074 -0.344 2.827 0.1 0.1 0.0
H -1.241 -1.943 3.097 0.0 0.0 0.0
H -0.947 -0.342 3.721 0.0 0.0 0.0
H -2.863 -0.441 2.161 0.0 0.0 0.0
H -1.627 0.728 1.688 0.0 0.0 0.0
H -2.220 -0.364 -0.213 0.0 0.0 0.0
H -2.295 -2.730 1.316 0.0 0.0 0.0
H -2.985 -2.435 -0.261 0.0 0.0 0.0
H -1.286 -4.232 -0.310 0.0 0.0 0.0
H -0.909 -2.896 -1.400 0.0 0.0 0.0
H 1.021 -3.438 -0.333 0.0 0.0 0.0
N 3.183 -0.872 -0.778 -0.2 0.1 0.0
C 4.287 0.078 -0.521 0.1 0.0 0.0
C 3.997 0.997 0.657 -0.1 0.0 0.1
C 4.159 0.284 1.997 0.0 0.0 0.0
C 3.753 1.116 3.204 -0.1 0.1 0.0
N 2.292 1.243 3.309 0.1 -0.1 0.1
H 3.556 -1.798 -0.939 0.0 0.0 0.0
H 2.711 -0.621 -1.649 0.0 -0.1 -0.1
H 4.488 0.667 -1.417 0.0 0.0 0.0
H 5.195 -0.490 -0.305 0.0 0.0 0.0
H 2.988 1.411 0.552 0.0 0.0 0.0
H 4.676 1.853 0.619 0.0 0.0 0.0
H 5.208 -0.005 2.110 0.0 0.0 0.0
H 3.578 -0.645 1.997 0.0 0.0 0.0
H 4.257 2.091 3.149 0.0 0.0 0.0
H 4.106 0.626 4.113 0.0 0.0 0.0
H 1.902 1.750 2.520 0.0 0.0 -0.1
H 2.052 1.774 4.136 0.0 0.0 0.0
N 1.405 5.896 -0.306 0.0 0.0 -0.1
C 0.712 5.053 0.079 0.1 0.0 0.1
N -0.131 4.143 0.552 0.0 -0.1 0.1
C 0.241 2.927 0.646 -0.1 0.1 -0.3
N 0.492 1.782 0.727 0.0 0.0 0.2
C -4.919 2.483 -1.447 0.0 0.0 0.0
C -3.716 1.720 -1.928 0.0 0.0 0.0
C -2.475 2.337 -2.022 0.0 0.0 0.1
C -1.346 1.651 -2.457 0.0 0.0 0.0
C -0.057 2.414 -2.637 0.0 0.0 0.0
C -1.463 0.293 -2.794 0.0 -0.1 -0.1
C -2.726 -0.313 -2.825 0.0 0.0 0.1
C -2.956 -1.695 -3.385 0.0 0.0 0.1
C -3.827 0.403 -2.359 0.0 0.0 0.0
C -0.226 -0.534 -3.102 0.3 0.2 -0.2
O -0.226 -1.327 -4.031 0.0 -0.1 0.0
O 0.770 -0.331 -2.294 -0.3 -0.3 0.1
H -4.633 3.260 -0.738 0.0 0.0 0.0
H -5.641 1.823 -0.965 0.0 0.0 0.0
H -5.427 2.970 -2.282 0.0 0.0 0.0
H -2.376 3.381 -1.744 0.0 0.0 0.0
H -0.252 3.486 -2.635 0.0 0.0 0.0
H 0.422 2.149 -3.580 0.0 0.0 0.0
H 0.659 2.193 -1.849 0.0 0.0 0.0
H -2.185 -2.407 -3.098 0.0 0.0 0.0
H -2.923 -1.664 -4.475 0.0 0.0 0.0
H -3.934 -2.068 -3.080 0.0 0.0 0.0
H -4.801 -0.078 -2.354 0.0 0.0 0.0
```
Forces are in eV/Å.

* Kohn-Sham gap: 8.41 eV
* HOMO energy: -8.43 eV
* total energy: -2127.4181 Eh

Entry 3:
Computed, not measured: 7 unconnected molecules or ions with the total composition C22H38Cl13NO3P at a distorted geometry, with ωB97M-V with the def2-TZVPD basis set.

```
78
Properties=species:S:1:pos:R:3:forces:R:3
C -2.230 3.162 2.809 0.0 -0.2 -0.4
C -2.447 2.316 1.804 0.1 0.3 0.1
C -1.304 1.681 1.092 -0.1 0.1 -0.3
C -0.594 2.398 0.159 -0.2 0.1 0.1
N 0.457 1.860 -0.482 0.1 0.1 -0.1
C 0.891 0.610 -0.269 0.1 0.0 -0.2
C 2.084 0.012 -0.969 -0.2 0.5 0.0
C 2.808 0.881 -1.985 0.7 -0.1 0.2
C 3.445 2.156 -1.399 -0.7 0.1 -0.2
Cl 1.760 1.230 -3.394 -0.1 0.0 -0.1
C 0.189 -0.154 0.638 -0.3 -0.2 0.3
C -0.905 0.353 1.327 -0.2 0.3 -0.2
P -1.684 -0.848 2.462 0.6 -0.8 -0.2
O -0.663 -1.867 2.704 -0.1 0.0 0.2
O -2.280 -0.125 3.739 0.1 0.2 -0.3
O -2.964 -1.369 1.694 -0.2 0.5 0.3
H -1.263 3.652 2.883 0.1 -0.5 0.6
H -2.984 3.374 3.555 -0.2 0.6 -0.4
H -3.447 2.088 1.447 0.0 -0.6 0.5
H -0.889 3.414 -0.074 0.3 0.0 -0.3
H 0.917 2.448 -1.177 0.0 -0.1 -0.1
H 1.729 -0.917 -1.421 0.2 0.0 0.0
H 2.816 -0.236 -0.193 -0.1 -0.2 0.0
H 3.626 0.278 -2.376 -0.2 -0.1 -0.1
H 4.449 2.296 -1.790 0.0 0.0 0.1
H 3.448 2.112 -0.309 0.3 0.0 0.0
H 2.867 3.038 -1.684 0.1 0.0 0.0
H 0.500 -1.176 0.820 0.1 0.1 0.0
H -1.566 0.128 4.343 -0.2 -0.1 0.2
H -3.797 -1.190 2.154 0.0 -0.1 -0.1
Cl -1.172 5.826 -0.650 -0.1 -0.1 0.2
C 0.390 6.502 -1.176 0.1 0.0 0.0
C 0.653 6.181 -2.622 0.0 0.1 0.0
Cl 0.928 4.429 -2.888 -0.1 0.1 0.0
H 1.166 6.110 -0.524 0.0 0.0 0.0
H 0.337 7.582 -1.041 -0.1 0.0 0.0
H 1.547 6.698 -2.964 0.0 -0.1 0.0
H -0.185 6.472 -3.250 0.0 -0.1 0.0
Cl -4.650 7.511 -0.309 0.0 0.0 0.0
C -4.698 8.930 -1.390 0.0 0.0 0.0
C -3.985 8.670 -2.691 -0.1 0.0 -0.1
Cl -2.221 8.504 -2.460 0.0 0.1 -0.1
H -4.260 9.769 -0.857 0.0 0.0 0.0
H -5.746 9.147 -1.588 0.0 0.0 0.0
H -4.140 9.505 -3.371 0.0 0.0 0.0
H -4.342 7.761 -3.166 0.0 0.0 0.0
Cl 1.065 -4.389 -0.429 0.0 0.1 -0.1
C -0.167 -4.700 0.840 -0.1 0.1 0.1
C 0.325 -5.635 1.910 0.0 0.0 0.0
Cl 0.553 -7.295 1.304 0.1 0.0 0.0
H -1.052 -5.088 0.343 0.1 -0.1 -0.1
H -0.400 -3.737 1.284 0.0 0.0 0.1
H -0.407 -5.677 2.717 0.1 0.0 -0.2
H 1.274 -5.305 2.327 0.0 0.0 0.0
Cl -0.362 0.586 -6.696 0.0 0.0 0.1
C -0.650 -0.887 -5.733 0.0 0.0 0.1
C -0.358 -2.143 -6.514 0.0 -0.1 0.0
Cl -1.531 -2.400 -7.828 0.0 0.0 0.0
H -1.682 -0.865 -5.394 0.0 0.0 -0.1
H 0.008 -0.835 -4.866 0.0 0.0 0.0
H -0.423 -3.005 -5.853 0.0 0.0 0.0
H 0.636 -2.112 -6.954 0.0 0.0 0.0
Cl -0.992 -5.713 5.095 -0.1 0.1 0.2
C -1.123 -7.245 6.006 0.0 -0.1 0.1
C -0.740 -8.433 5.163 0.0 0.0 0.0
Cl -1.928 -8.732 3.869 0.0 0.0 0.0
H -2.145 -7.330 6.366 0.0 0.0 -0.1
H -0.455 -7.162 6.862 0.0 0.0 0.0
H -0.712 -9.325 5.786 0.0 0.0 0.0
H 0.234 -8.297 4.698 0.0 0.0 0.0
Cl 5.693 -2.581 1.739 0.0 0.0 0.0
C 5.349 -4.132 0.923 0.0 0.0 -0.1
C 4.151 -4.828 1.509 -0.1 -0.1 0.0
Cl 4.447 -5.428 3.161 0.0 0.0 0.0
H 6.241 -4.749 0.987 0.0 0.0 0.1
H 5.157 -3.902 -0.124 0.0 0.0 0.0
H 3.894 -5.692 0.897 0.0 0.0 0.0
H 3.291 -4.165 1.546 0.0 0.0 0.0
```
Forces are in eV/Å.

* charge: +1
* Kohn-Sham gap: 7.93 eV
* HOMO energy: -11.99 eV
* total energy: -7465.3090 Eh